# 1
ORCA calculation (the ωB97M-V functional and the def2-TZVPD basis) on a molecular structure, C38H82BCrF4NO26 at a distorted geometry.

The geometry in XYZ format:
```
153
Properties=species:S:1:pos:R:3
Cr -4.70298 14.21852 5.09422
N -2.52538 11.91594 7.26875
H -3.49458 12.19506 7.32207
H -2.03752 12.00709 8.14840
H -2.24939 12.56370 6.54464
H -2.36026 10.94830 7.03102
C -5.71012 11.83345 8.95115
C -6.14569 12.51937 7.63847
C -7.38439 13.38951 7.86622
O -5.10123 13.08216 6.89213
H -6.47519 11.16297 9.34261
H -5.43631 12.61995 9.65439
H -4.79118 11.24724 8.94952
H -6.50506 11.73851 6.96824
H -8.25752 12.73902 7.81513
H -7.59050 14.08288 7.05083
H -7.25560 13.89194 8.82491
C -2.31476 12.61453 2.88507
C -1.59726 13.24361 4.09333
C -0.51570 14.20660 3.67069
O -2.50284 13.85924 4.96702
H -2.85404 13.40141 2.35771
H -3.13830 11.94566 3.13505
H -1.71639 12.22543 2.06127
H -1.19316 12.39534 4.64582
H 0.32232 13.80322 3.10226
H -0.05976 14.75519 4.49486
H -1.02610 14.87801 2.98019
B -5.88454 15.78107 3.43740
F -5.84073 17.10421 3.57301
F -6.60518 15.43282 2.31695
F -4.62802 15.24417 3.24441
F -6.36226 15.26751 4.61860
C -9.78509 12.08974 4.48807
C -8.30281 12.48344 4.59211
O -7.78739 12.32485 3.25756
C -6.47167 12.40935 2.95231
O -5.59507 12.81714 3.75412
O -6.38371 12.03635 1.67917
C -5.19403 11.64463 1.02454
H -10.28204 12.61926 3.67521
H -10.22507 12.28307 5.46641
H -9.86107 11.03019 4.24380
H -7.69365 11.94010 5.31447
H -8.12294 13.53140 4.83197
H -4.70707 10.94616 1.70507
H -4.56581 12.50100 0.77943
H -5.48840 11.20866 0.06988
C 1.67495 4.60742 3.47517
C 1.92078 5.85996 2.63604
O 0.88141 6.74024 2.72234
C 0.93224 7.91279 3.51203
O 1.90596 8.29324 4.15413
O -0.22360 8.50614 3.51925
C -0.46011 9.74653 4.24850
H 1.82156 4.81199 4.53572
H 2.43811 3.84918 3.29977
H 0.70301 4.15097 3.28786
H 2.08636 5.53918 1.60756
H 2.87198 6.28298 2.95912
H -1.50754 10.04184 4.31014
H 0.09027 10.53770 3.73935
H -0.08323 9.70792 5.27054
C -1.26771 19.05146 4.45209
C -2.17707 17.81779 4.84625
O -2.91842 18.13394 5.93989
C -3.93269 17.33514 6.41572
O -4.24654 16.17381 5.96925
O -4.41327 17.82574 7.53516
C -5.55448 17.33108 8.12633
H -0.50059 19.29195 5.18816
H -1.77607 20.00325 4.29791
H -0.80861 18.71462 3.52265
H -1.53556 16.96639 5.07360
H -2.86930 17.76167 4.00615
H -5.70652 17.94984 9.01070
H -5.45852 16.27741 8.38839
H -6.35818 17.49172 7.40774
C -1.05012 5.58300 5.69294
C -1.57628 7.01607 6.10349
O -2.75077 7.34029 5.35307
C -3.62547 8.28884 5.72189
O -3.38651 9.13585 6.60882
O -4.79551 8.03863 5.14319
C -5.79109 8.96491 5.31293
H -1.91850 4.98545 5.97034
H -0.34820 5.14643 6.40344
H -0.79827 5.28945 4.67387
H -0.79143 7.76974 6.03967
H -1.90865 6.98159 7.14101
H -5.53892 9.98830 5.03508
H -6.17875 8.96479 6.33166
H -6.62353 8.69150 4.66456
C -3.06821 7.86048 10.37740
C -2.06779 9.01440 10.02771
O -1.18366 8.54941 9.12178
C -0.28598 9.34695 8.52804
O -0.26676 10.58755 8.51380
O 0.67859 8.60773 7.93020
C 1.72114 9.16624 7.26057
H -3.80810 8.28945 11.05315
H -2.58206 7.05207 10.92350
H -3.55479 7.45268 9.49137
H -1.58516 9.39559 10.92764
H -2.56530 9.83918 9.51749
H 1.48767 10.17815 6.92945
H 1.89728 8.45731 6.45156
H 2.51617 8.97517 7.98135
C 2.12953 15.72406 6.64607
C 0.74344 16.25111 6.88268
O 0.71285 17.56864 7.60407
C 0.88945 17.54705 8.88280
O 0.96722 16.52352 9.62232
O 0.97174 18.84330 9.23115
C 1.06644 19.17648 10.61964
H 2.60645 16.37424 5.91264
H 1.99778 14.66051 6.44709
H 2.67733 15.82247 7.58326
H 0.17656 15.55396 7.49971
H 0.33309 16.47843 5.89879
H 0.98208 20.25312 10.76741
H 1.94626 18.84310 11.16998
H 0.25548 18.72799 11.19349
C 4.08537 8.93089 12.46037
C 4.30757 9.46160 11.03728
O 3.31711 10.44386 10.99660
C 3.20707 11.08909 9.81337
O 3.81421 10.94121 8.74154
O 2.38830 12.13654 10.01893
C 1.92064 12.91148 8.98081
H 3.15802 8.36481 12.54807
H 4.07054 9.77601 13.14860
H 4.85575 8.18662 12.66206
H 4.20534 8.67992 10.28453
H 5.25053 10.00555 11.09257
H 1.98772 12.45376 7.99385
H 2.42819 13.86252 8.81953
H 0.85002 13.10751 8.92224
C 1.04278 12.03716 13.00483
C -0.23568 11.88567 12.17249
O -0.53772 13.18008 11.60623
C -1.40606 13.41882 10.59961
O -1.89481 12.57606 9.86232
O -1.66717 14.75640 10.50416
C -2.66294 15.22793 9.57066
H 1.54341 11.08006 13.15118
H 0.88201 12.54072 13.95808
H 1.73279 12.69265 12.47349
H -1.00169 11.62156 12.90159
H -0.18179 11.04191 11.48455
H -2.12627 15.40534 8.63867
H -3.05740 16.20525 9.84876
H -3.50882 14.54347 9.50666
```

Its largest force on an atom is 0.112 Eh/bohr. Its charge is 0. The multiplicity is 5. The value obtained for the HOMO energy (spin up / spin down) is -6.729 / -7.984 eV. Its HOMO-LUMO gap (spin up / spin down) is 0.261 / 0.307 Ha. The lowest unoccupied orbital energy (spin up / spin down) is 0.014 / 0.014 hartree.

=====

# 2
ORCA calculation (the ωB97M-V functional and the def2-TZVPD basis) on 11 unconnected molecules or ions with the total composition C38H82N6O11 at a distorted geometry.

The geometry in XYZ format:
```
137
Properties=species:S:1:pos:R:3
C -6.26601 -1.74716 1.00368
N -5.19217 -2.32760 0.25262
C -4.70704 -1.51678 -0.88918
C -4.51264 -3.43262 0.66265
O -3.59742 -3.94241 0.04390
H -6.56412 -2.48166 1.70500
H -7.13390 -1.58578 0.38727
H -5.94052 -0.81046 1.45084
H -4.46453 -0.49048 -0.59282
H -3.90202 -2.02197 -1.38837
H -5.53760 -1.38749 -1.52541
H -4.96497 -3.85881 1.55488
C -3.04098 -0.17981 -3.97302
N -3.13034 -0.84560 -5.23831
C -3.88611 -2.09343 -5.27516
C -2.94379 -0.18200 -6.37959
O -3.08754 -0.59020 -7.48494
H -2.64272 -0.91518 -3.31173
H -3.98865 0.07001 -3.48702
H -2.34693 0.64691 -3.95985
H -3.67114 -2.65921 -4.32942
H -4.92468 -1.85515 -5.12525
H -3.69009 -2.87212 -6.11750
H -2.61631 0.90985 -6.19740
C 1.77628 -2.22671 5.09341
N 1.51284 -0.76753 5.01773
C 2.20621 -0.05124 3.93708
C 0.27699 -0.27106 5.35259
O -0.05277 0.87424 5.05958
H 1.37754 -2.80525 4.24576
H 1.21400 -2.70595 5.89969
H 2.83691 -2.37710 5.24435
H 1.54439 -0.14341 3.02195
H 2.39948 1.01314 4.17665
H 3.15147 -0.55465 3.76302
H -0.30705 -0.93484 6.02828
C 2.05354 4.12351 4.06971
N 1.48733 4.17665 2.70639
C 1.25160 2.96295 1.94254
C 1.34657 5.33343 2.02333
O 0.97040 5.52721 0.89174
H 2.46228 5.11433 4.34816
H 2.93377 3.44450 4.09469
H 1.30570 3.76107 4.78120
H 0.42558 2.33831 2.44124
H 1.00329 3.31184 0.90173
H 2.19761 2.43264 1.92940
H 1.66228 6.19555 2.65373
C 1.95316 -1.11563 -6.36306
N 1.49979 -1.58776 -5.09828
C 1.42989 -0.56696 -4.05131
C 1.05154 -2.82285 -4.83252
O 0.52986 -3.24520 -3.83199
H 1.36844 -0.23161 -6.67838
H 1.85422 -1.86414 -7.10114
H 3.02079 -0.85076 -6.30981
H 2.30643 -0.61019 -3.42245
H 1.43215 0.38329 -4.58895
H 0.57679 -0.84637 -3.41991
H 1.27903 -3.48650 -5.75743
C -1.38767 -5.93436 1.16000
N -0.18347 -5.10504 1.12792
C 0.52478 -4.90909 -0.14187
C 0.46836 -4.97577 2.28101
O 1.62266 -4.63237 2.43698
H -2.28108 -5.32368 1.21896
H -1.26326 -6.64047 1.95156
H -1.31399 -6.51391 0.23256
H 1.37923 -4.26555 -0.04764
H 0.90149 -5.89133 -0.53908
H -0.09899 -4.43941 -0.90602
H -0.21488 -5.13363 3.12996
C 4.52793 -3.05995 1.40834
C 5.67932 -2.90856 2.41817
C 6.00196 -1.43800 2.43282
O 4.82538 -0.72312 2.02541
C 4.07714 -1.56073 1.15699
H 3.76197 -3.67847 1.84622
H 4.89050 -3.49818 0.48530
H 6.47202 -3.57908 2.19537
H 5.26567 -3.16183 3.40706
H 6.80798 -1.26177 1.75047
H 6.26458 -1.03044 3.43008
H 4.26013 -1.23848 0.13648
H 3.00026 -1.35449 1.32832
C 4.31969 3.45238 0.31624
C 4.17320 4.56457 -0.73185
C 3.02616 4.05787 -1.58438
O 2.95784 2.62036 -1.41304
C 3.91485 2.23426 -0.43307
H 3.59393 3.66840 1.09510
H 5.37359 3.50522 0.72225
H 5.09296 4.56182 -1.38804
H 3.95937 5.56331 -0.41875
H 3.10843 4.31998 -2.62592
H 2.10523 4.56681 -1.14772
H 4.84863 1.90114 -0.95291
H 3.41584 1.45703 0.22056
C -1.53716 2.97744 -2.39516
C -0.97024 3.63824 -1.13798
C -1.44016 5.12884 -1.36136
O -1.53806 5.34548 -2.78053
C -1.43256 4.05077 -3.47042
H -2.58808 2.75024 -2.13184
H -1.05556 2.08839 -2.77183
H 0.10064 3.60299 -1.19881
H -1.32445 3.23332 -0.21836
H -0.71418 5.81563 -0.90795
H -2.41698 5.38206 -0.91588
H -0.49788 3.90544 -3.95796
H -2.24850 4.10274 -4.23650
C -2.92909 1.17365 3.06459
C -4.01270 2.24191 3.22591
C -4.16457 2.48270 1.72702
O -3.85676 1.31442 0.91983
C -3.35735 0.31965 1.83685
H -2.74856 0.49692 3.90121
H -1.99537 1.64110 2.86870
H -3.71845 3.14656 3.77849
H -4.95547 1.89806 3.72636
H -3.41353 3.23701 1.46841
H -5.14802 2.78168 1.35597
H -2.60085 -0.23516 1.34457
H -4.18439 -0.35675 2.16608
C -0.69675 -1.75476 -0.39042
C -0.65707 -0.30107 -0.91213
C 0.38847 0.33988 -0.10614
O 0.35147 -0.33454 1.15032
C 0.17817 -1.69279 0.84762
H -0.20271 -2.33311 -1.13672
H -1.72836 -2.13862 -0.17838
H -1.64306 0.10457 -0.52463
H -0.48246 -0.20517 -2.04061
H 0.25198 1.37078 0.03668
H 1.43415 0.21451 -0.50848
H -0.09045 -2.27605 1.75724
H 1.18109 -2.13024 0.56786
```

Its largest force on an atom is 0.060 Eh/bohr. Its charge is 0. Its energy above the lowest of the compared OMol25 structures with the same formula, charge and spin is 2.802 eV. The value obtained for the HOMO energy is -9.035 eV. Its HOMO-LUMO gap is 0.351 Ha. The lowest unoccupied orbital energy is 0.019 hartree.

=====

# 3
ORCA calculation (the ωB97M-V functional and the def2-TZVPD basis) on 8 unconnected molecules or ions with the total composition C38H86O24 at a distorted geometry.

The geometry in XYZ format:
```
148
Properties=species:S:1:pos:R:3
O 0.34034 1.23819 -2.68206
C -1.01742 1.44676 -2.40394
O -1.56754 2.32734 -3.10084
O -1.52745 0.84157 -1.41519
H 0.54545 1.93283 -3.35878
O 2.27818 4.91028 -6.06841
C 1.61060 3.65793 -5.95322
O 1.27806 3.38140 -4.76171
O 1.45626 2.98824 -6.98851
H 2.25670 5.17584 -5.13202
C 0.48072 3.66767 8.82917
O 0.17600 3.31196 7.51011
C -1.19311 3.10512 7.28651
C -1.41995 2.76727 5.82622
O -2.77787 3.00155 5.54812
C -3.08024 3.17264 4.14811
C -2.79647 1.93031 3.31330
O -1.41887 1.82168 3.10563
C -1.06935 1.43660 1.79585
H -0.22588 3.20834 9.53385
H 0.30750 4.75349 8.93182
H 1.50455 3.43770 9.09816
H -1.77165 3.99322 7.58151
H -1.59622 2.23021 7.83055
H -1.25391 1.70786 5.59090
H -0.77044 3.26527 5.09256
H -2.39304 3.95468 3.78303
H -4.11319 3.51528 4.12977
H -3.38890 2.01364 2.39656
H -3.17292 1.08259 3.91181
H -1.56021 0.51489 1.48074
H 0.01445 1.34449 1.78449
H -1.34026 2.20592 1.06809
C -8.30834 2.16755 -3.09931
O -7.63848 2.18066 -1.87777
C -8.24950 2.98410 -0.91658
C -7.43710 2.92062 0.34014
O -6.17276 3.45848 0.08683
C -5.46374 3.73100 1.28256
C -4.18329 4.43343 0.94957
O -3.47232 3.59098 0.09462
C -2.62208 4.21524 -0.84200
H -8.62876 3.17283 -3.43092
H -9.19203 1.51246 -3.04680
H -7.62892 1.85138 -3.89021
H -9.25827 2.54937 -0.75867
H -8.41512 4.00985 -1.27284
H -7.32091 1.87668 0.67162
H -8.00324 3.45798 1.12630
H -5.44266 2.82426 1.89974
H -6.09008 4.47460 1.82448
H -3.66974 4.61306 1.91474
H -4.43657 5.42161 0.54047
H -1.78021 4.70631 -0.31914
H -3.18699 4.96449 -1.40118
H -2.18814 3.42576 -1.46208
C 3.06682 2.68058 -1.15883
O 3.43591 2.12419 0.08379
C 2.77659 0.88696 0.33032
C 3.02401 0.35863 1.70726
O 4.26850 -0.33612 1.72869
C 4.96635 -0.22828 2.96735
C 5.77938 1.03072 3.08652
O 6.98548 0.98609 2.37682
C 6.83128 0.92898 0.99442
H 3.05619 1.99693 -2.00739
H 3.78960 3.46570 -1.39962
H 2.09815 3.18158 -1.06647
H 3.17371 0.12298 -0.35493
H 1.70785 1.06639 0.14368
H 2.19392 -0.29225 2.00664
H 3.00835 1.22395 2.38926
H 5.63009 -1.09817 2.90228
H 4.31659 -0.41638 3.83086
H 6.00528 1.11900 4.15776
H 5.20428 1.94112 2.87188
H 6.65993 -0.08276 0.59725
H 7.76443 1.26122 0.53048
H 5.99879 1.52470 0.60277
C 1.69331 -1.67103 -3.04217
O 0.90273 -2.86635 -2.86103
C 1.51257 -3.96853 -2.21028
C 0.63140 -5.20150 -2.23318
O -0.53690 -4.94978 -1.52776
C -1.42368 -6.00298 -1.60301
C -2.53612 -5.88091 -0.59115
O -3.18263 -4.66646 -0.74019
C -4.26343 -4.52782 0.14784
H 2.18885 -1.39175 -2.11148
H 0.92820 -0.95633 -3.33413
H 2.31223 -1.79505 -3.94124
H 1.64696 -3.60031 -1.17366
H 2.53469 -4.10424 -2.60776
H 1.21078 -6.00347 -1.73687
H 0.42700 -5.50263 -3.27192
H -0.89549 -6.96484 -1.46273
H -1.87591 -6.06562 -2.60981
H -2.16717 -6.06392 0.43288
H -3.25084 -6.70213 -0.79001
H -3.98212 -4.76043 1.18139
H -5.12835 -5.15198 -0.13994
H -4.60093 -3.49476 0.05368
C 0.16721 -1.68344 0.34254
O -1.05222 -2.24866 0.65590
C -1.09252 -3.00402 1.83653
C -1.11504 -2.18326 3.08582
O 0.17364 -1.81113 3.50774
C 0.18093 -0.99305 4.62921
C 1.65436 -0.70626 4.94245
O 1.96177 -0.53919 6.31256
C 1.36073 0.58139 6.89300
H 0.39999 -0.84916 1.01258
H 0.24672 -1.27673 -0.66415
H 1.03317 -2.37113 0.39609
H -0.29509 -3.75727 1.83721
H -2.07998 -3.46710 1.74583
H -1.59784 -2.72373 3.92728
H -1.76639 -1.30616 2.94944
H -0.23350 -1.56162 5.47846
H -0.33060 -0.04428 4.44539
H 1.92329 0.21069 4.38707
H 2.35139 -1.45232 4.56442
H 1.74637 1.52770 6.51480
H 1.41101 0.50716 7.98207
H 0.26684 0.55537 6.74846
C 3.33205 -5.73508 -7.14835
O 2.07703 -5.62105 -6.60602
C 1.85040 -4.43549 -5.83433
C 2.16269 -3.15817 -6.49747
O 3.53811 -3.04796 -6.55030
C 4.06971 -1.89789 -7.12585
C 3.84916 -0.66896 -6.28406
O 4.50759 -0.99258 -5.05629
C 4.45376 0.05481 -4.12334
H 3.43317 -6.68116 -7.68864
H 4.12414 -5.70008 -6.38683
H 3.55861 -4.95922 -7.88700
H 2.38654 -4.52533 -4.87874
H 0.79430 -4.42463 -5.55830
H 1.69874 -2.37881 -5.87912
H 1.63374 -3.09947 -7.46355
H 3.78071 -1.76214 -8.18925
H 5.15291 -2.01818 -7.27191
H 2.77800 -0.53373 -6.08852
H 4.30004 0.24540 -6.68564
H 4.91858 -0.33444 -3.21739
H 3.42542 0.30631 -3.86434
H 4.96909 0.92570 -4.51946
```

Its largest force on an atom is 0.040 Eh/bohr. Its charge is -2. The value obtained for the HOMO energy is -2.082 eV. Its HOMO-LUMO gap is 0.199 Ha. The lowest unoccupied orbital energy is 0.123 hartree.